No. 1
CH4BrNO | ωB97M-V with the def2-TZVPD basis set

## Properties
Max |F| = 3.39 eV/Å
Frontier orbital gap (spin up / spin down) = 9.093 / 7.979 eV
Relative energy (zero: lowest compared OMol25 entry of this formula, charge and spin) = 3.310 eV

Atoms and positions in Å:
C  -1.4744  -0.7452  -0.1430
N  1.3210  0.8307  0.2976
O  0.5750  1.0777  1.2854
Br  0.1675  -0.9608  -1.0039
H  -2.2297  -0.2172  -0.6335
H  -1.8413  -1.6383  0.1701
H  1.2952  1.2558  -0.6158
H  2.1867  0.3972  0.6431

***

No. 2
CH4BrNO | ωB97M-V with the def2-TZVPD basis set

## Properties
Max |F| = 5.67 eV/Å
SMILES string = CONBr
Frontier orbital gap = 9.992 eV
Relative energy (zero: lowest compared OMol25 entry of this formula, charge and spin) = 1.617 eV

Atoms and positions in Å:
C  -0.9724  0.4647  0.0989
N  0.9267  -0.8685  -0.3985
O  -0.2160  -0.5020  0.6246
Br  2.3474  0.2622  0.0507
H  -1.7006  0.7419  0.8821
H  -1.3182  0.1312  -0.9094
H  -0.4626  1.5051  0.0276
H  1.3957  -1.7347  -0.3759

***

No. 3
CH4BrP | ωB97M-V with the def2-TZVPD basis set

## Properties
Max |F| = 6.88 eV/Å
Frontier orbital gap = 9.130 eV
Relative energy (zero: lowest compared OMol25 entry of this formula, charge and spin) = 3.357 eV

Atoms and positions in Å:
C  0.1800  -0.1050  0.6276
P  1.3865  1.1976  0.0471
Br  3.1102  -0.2318  -0.0136
H  0.7529  -0.9229  0.8423
H  -0.7433  -0.7424  -0.8004
H  -0.5558  0.3836  1.0962
H  1.1098  1.1166  -1.4279

***

Number 1: molecular weight 125.95 g/mol. Number 2: molecular weight 125.95 g/mol. Number 3: molecular weight 126.92 g/mol.